{"formula": "C36H55BBr2Cl2IN2O7", "method": "ωB97M-V with the def2-TZVPD basis set", "species": ["C", "C", "C", "C", "B", "C", "C", "C", "C", "C", "C", "C", "C", "O", "C", "O", "C", "I", "C", "Cl", "C", "C", "C", "C", "C", "C", "Cl", "C", "Br", "C", "C", "Br", "O", "H", "H", "H", "H", "H", "H", "H", "H", "H", "H", "H", "H", "H", "H", "H", "H", "H", "H", "H", "H", "H", "H", "H", "H", "H", "H", "H", "H", "H", "H", "H", "H", "H", "H", "H", "H", "H", "H", "H", "H", "H", "H", "H", "H", "H", "C", "C", "C", "C", "C", "C", "N", "O", "O", "H", "H", "H", "H", "H", "C", "C", "C", "C", "C", "C", "N", "O", "O", "H", "H", "H", "H", "H"], "coordinates": [[0.614, 2.005, 0.954], [0.629, 1.243, 2.314], [-0.088, -0.156, 2.388], [0.961, -1.156, 3.067], [-0.745, -0.720, 1.004], [-2.157, 0.189, 0.889], [-3.323, -0.409, 1.772], [-4.473, 0.655, 2.033], [-5.873, -0.046, 2.078], [-6.329, -0.646, 0.701], [-7.289, 0.276, -0.129], [-6.785, 1.752, -0.199], [-5.615, 1.986, -1.207], [-5.221, 3.369, -1.068], [-3.807, 3.464, -0.838], [-1.337, -2.111, 1.015], [-1.145, -2.775, -0.217], [-3.069, -2.537, -1.253], [-1.220, -4.295, 0.262], [-0.615, -4.564, 1.987], [-0.674, -5.365, -0.742], [-1.865, -6.238, -1.303], [0.194, -2.125, -0.799], [1.514, -2.630, -0.072], [2.242, -3.851, -0.745], [2.420, -5.116, 0.177], [3.984, -3.269, -1.088], [0.475, -1.829, -2.302], [-0.294, -3.128, -3.602], [0.181, -0.381, -2.835], [1.111, -0.199, -4.122], [-1.643, -0.034, -3.490], [0.087, -0.829, -0.198], [1.257, 2.922, 1.081], [1.086, 1.451, 0.105], [-0.378, 2.387, 0.627], [1.701, 1.132, 2.629], [0.169, 1.928, 3.080], [-0.896, -0.061, 3.162], [1.812, -1.232, 2.346], [1.367, -0.691, 3.995], [0.503, -2.155, 3.227], [-2.496, 0.280, -0.185], [-2.031, 1.239, 1.260], [-3.809, -1.292, 1.308], [-2.970, -0.733, 2.779], [-4.428, 1.439, 1.247], [-4.214, 1.133, 3.013], [-6.664, 0.628, 2.482], [-5.781, -0.895, 2.804], [-5.421, -0.821, 0.067], [-6.767, -1.658, 0.874], [-8.276, 0.273, 0.394], [-7.413, -0.202, -1.131], [-6.476, 2.173, 0.781], [-7.649, 2.375, -0.546], [-4.759, 1.286, -1.087], [-5.971, 1.864, -2.264], [-3.435, 2.656, -0.164], [-3.232, 3.447, -1.799], [-3.633, 4.471, -0.388], [-2.307, -4.508, 0.356], [-0.021, -4.985, -1.548], [-0.059, -6.079, -0.141], [-1.502, -7.219, -1.696], [-2.377, -5.664, -2.113], [-2.602, -6.487, -0.503], [2.194, -1.749, -0.098], [1.344, -2.871, 0.995], [1.859, -4.114, -1.757], [1.997, -5.984, -0.384], [1.903, -5.029, 1.154], [3.485, -5.354, 0.385], [1.578, -1.947, -2.450], [0.485, 0.444, -2.169], [1.103, 0.902, -4.316], [2.165, -0.430, -3.830], [0.754, -0.787, -4.987], [5.514, -1.414, -3.687], [6.034, -0.750, -2.582], [7.240, -0.070, -2.684], [7.912, -0.059, -3.900], [7.404, -0.725, -5.008], [6.199, -1.405, -4.897], [9.171, 0.676, -4.020], [9.599, 1.232, -3.029], [9.717, 0.693, -5.104], [4.570, -1.939, -3.605], [5.497, -0.762, -1.642], [7.638, 0.444, -1.820], [7.930, -0.721, -5.954], [5.791, -1.926, -5.754], [2.704, 7.763, 3.384], [3.436, 6.854, 4.139], [2.908, 5.602, 4.422], [1.650, 5.271, 3.939], [0.907, 6.174, 3.190], [1.440, 7.425, 2.914], [1.100, 3.944, 4.214], [1.765, 3.183, 4.886], [0.012, 3.678, 3.749], [3.120, 8.738, 3.160], [4.419, 7.122, 4.505], [3.484, 4.900, 5.010], [-0.075, 5.917, 2.818], [0.872, 8.137, 2.328]], "forces_ev_per_angstrom": [[0.83, 0.78, -0.07], [-0.42, 0.26, -0.03], [1.47, -1.04, 1.37], [-0.27, 0.91, -0.91], [-2.35, 0.58, 0.27], [-0.57, 0.43, -0.20], [-0.49, 0.82, -0.26], [0.40, -0.63, 0.15], [0.26, -0.24, 0.16], [0.57, 0.23, -0.25], [0.33, -0.32, 1.11], [-0.26, -0.09, -1.06], [-0.92, 0.31, -0.37], [1.02, -1.07, 0.23], [0.19, 0.80, -0.15], [1.01, -1.08, -1.47], [0.46, -0.34, 3.97], [-0.13, -0.07, -0.76], [-0.56, -0.24, -1.40], [-0.02, -0.06, -0.92], [-0.42, -1.53, 1.09], [0.36, 0.32, -0.32], [-0.30, 1.71, 2.08], [0.02, -1.08, -0.99], [0.77, 0.06, 0.90], [-0.17, -0.42, -0.66], [-0.34, -0.12, -0.30], [0.06, 0.39, -0.09], [0.49, 0.07, 0.42], [1.49, -0.46, -1.86], [-0.25, 1.00, 1.16], [0.45, 0.26, 0.48], [0.65, 0.43, -1.26], [-0.51, -0.61, -0.10], [-0.54, 0.15, 0.73], [0.54, -0.52, 0.28], [-0.75, 0.00, -0.35], [0.56, -1.15, -1.05], [0.38, -0.07, -0.81], [-0.43, -0.19, 0.63], [-0.33, -0.59, -0.39], [0.41, 0.56, 0.10], [0.04, -0.05, 0.84], [0.03, -0.59, -0.29], [0.62, 0.41, 0.18], [0.02, 0.08, -0.74], [-0.16, -0.48, 0.52], [-0.53, -0.11, -0.75], [0.42, -0.34, -0.25], [-0.10, 0.66, -0.46], [-0.59, 0.06, 0.58], [0.07, 0.77, -0.27], [0.53, 0.03, -0.52], [-0.04, 0.65, 0.57], [-0.22, -0.54, -0.50], [0.73, -0.29, 0.23], [-0.48, 0.47, 0.23], [0.11, -0.11, 0.79], [-0.22, 0.67, -0.47], [-0.41, -0.23, 0.62], [-0.06, -0.81, -0.16], [0.96, 0.29, 0.28], [-0.64, 0.02, 0.43], [-0.40, 0.68, -0.48], [-0.17, 0.84, 0.09], [0.21, -0.61, 0.60], [0.56, 0.37, -0.50], [-0.63, -0.62, -0.07], [-0.28, 0.24, -0.69], [0.26, 0.24, 0.88], [0.38, 0.53, 0.67], [0.14, 0.09, -0.74], [-0.67, 0.37, -0.27], [-0.92, 0.02, 0.13], [-0.61, -0.90, 0.21], [-0.10, -0.94, -0.34], [-0.75, -0.11, -0.35], [0.34, 0.37, 0.47], [-0.04, 0.02, -0.06], [0.05, -0.01, -0.17], [-0.02, 0.03, 0.10], [-0.61, -0.34, 0.07], [0.00, -0.05, -0.16], [0.06, 0.11, 0.22], [0.12, 0.06, 0.01], [0.03, 0.04, 0.10], [0.05, -0.02, -0.12], [0.07, 0.00, 0.05], [0.03, -0.01, -0.04], [0.11, 0.03, -0.15], [0.10, 0.12, 0.13], [0.04, 0.03, 0.02], [-0.01, -0.01, 0.00], [-0.20, 0.03, -0.09], [0.13, -0.01, 0.06], [0.34, 0.64, -0.23], [-0.13, 0.05, -0.09], [0.18, -0.08, 0.13], [-0.16, -0.23, 0.02], [0.10, 0.01, 0.15], [-0.22, 0.79, 0.41], [-0.02, -0.04, 0.01], [-0.04, -0.05, 0.00], [-0.18, -0.11, -0.07], [0.09, -0.18, 0.09], [-0.01, -0.06, 0.02]], "lumo_ev": 1.0, "charge": -1}